1.
Formula: C6H12N2O2
Source: OMol25
Level of theory: ωB97M-V with the def2-TZVPD basis set

Element x y z (Å)
C 0.7684 0.1349 0.7958
C 0.1604 1.5593 0.4098
C -1.4292 1.5006 0.3199
C -1.7083 0.5722 -0.8458
C -1.2277 -0.9096 -0.4993
C 0.0509 -0.8041 0.0747
H 2.1356 -0.8424 -0.5411
H 2.4565 -0.4336 1.7829
H 0.4117 0.1010 1.8282
H 0.3936 2.2396 1.2757
H 0.7756 1.6758 -0.4146
H -1.7277 1.4440 1.5051
H -1.9023 2.5233 0.3236
H -1.2274 1.0670 -1.6988
H -2.9108 0.4128 -0.7766
H -1.2689 -1.5862 -1.4183
H -1.7631 -1.2703 0.3398
H 1.5837 -2.9934 -1.7613
N 2.0357 0.2058 1.0458
N 1.0192 -1.4415 -0.6009
O 2.8407 -0.1993 -0.1468
O 0.5335 -2.9560 -0.9980

Results
Kohn-Sham gap: 8.20 eV
energy relative to the best compared isomer or geometry (same formula, charge and spin): 1054.4 kJ/mol
molecular weight: 144.17 g mol⁻¹
HOMO: -8.27 eV
calculated total energy: -495.43592 a.u.



2.
Formula: C4H5NO
Source: OMol25
Level of theory: ωB97M-V with the def2-TZVPD basis set

Element x y z (Å)
C 0.6515 0.8018 1.4037
C -0.1871 -0.2699 0.8244
C -1.0195 -1.2151 0.6791
C -0.6487 -0.0701 -0.7857
O -1.1702 0.9864 -1.0381
N -0.0535 -0.8930 -1.6879
H 1.6191 0.8764 0.8995
H 0.8201 0.5868 2.4620
H 0.1303 1.7592 1.3156
H -0.2693 -0.7164 -2.6598
H 0.1274 -1.8462 -1.4128

Results
Kohn-Sham gap: 10.51 eV
energy relative to the best compared isomer or geometry (same formula, charge and spin): 319.3 kJ/mol
molecular weight: 83.09 g mol⁻¹
HOMO: -10.18 eV
calculated total energy: -285.29298 a.u.



3.
Formula: C30H56B2BaF4N6P2
Source: OMol25
Level of theory: ωB97M-V with the def2-TZVPD basis set

Element x y z (Å)
Ba 0.0020 -0.2406 -0.3621
C -5.6186 -0.4422 0.0826
C -4.2558 -0.8841 0.5032
C -3.9441 -1.9381 1.3366
C -2.5451 -1.9325 1.4454
N -2.0529 -0.9316 0.7219
N -3.0960 -0.2942 0.1357
B -2.9883 1.0608 -0.6185
N -2.2920 2.0854 0.3090
N -1.0392 1.9333 0.7931
C -0.8171 2.9499 1.6198
C -1.9420 3.7837 1.6672
C -2.8616 3.1981 0.8144
C -4.2350 3.6859 0.4877
C 0.4958 3.1039 2.3470
C 1.6100 3.3052 1.3112
C 0.7623 1.8388 3.1761
C 0.4501 4.3152 3.2802
N -2.2996 1.0744 -2.0099
N -0.9648 0.9488 -2.2165
C -0.7298 1.1853 -3.5035
C -1.9396 1.4899 -4.1459
C -2.9094 1.4141 -3.1678
C -4.3736 1.6595 -3.3230
C 0.6229 1.1491 -4.1751
C 0.8892 2.5405 -4.7705
C 0.5931 0.0969 -5.2936
C 1.7689 0.7960 -3.2202
C -1.7178 -2.9165 2.2331
C -0.2399 -2.5264 2.2584
C -1.8591 -4.3077 1.5963
C -2.2476 -2.9714 3.6737
H -6.3583 -1.1333 0.4806
H -5.8411 0.5568 0.4597
H -5.7108 -0.4219 -1.0035
H -4.6396 -2.6188 1.7991
H -4.1024 1.4320 -0.7896
H -2.0921 4.6866 2.2341
H -4.4092 4.6172 1.0230
H -4.3480 3.8724 -0.5808
H -4.9960 2.9633 0.7842
H 1.6891 2.4207 0.6748
H 1.3797 4.1621 0.6760
H 2.5697 3.4817 1.8035
H 0.9192 0.9798 2.5187
H 1.6456 1.9667 3.8063
H -0.0905 1.6264 3.8226
H 0.2566 5.2349 2.7264
H -0.3300 4.1908 4.0333
H 1.4086 4.4210 3.7913
H -2.0996 1.7271 -5.1846
H -4.5993 1.8463 -4.3707
H -4.9545 0.7989 -2.9908
H -4.6928 2.5247 -2.7409
H 0.1176 2.8119 -5.4909
H 0.8980 3.2913 -3.9776
H 1.8549 2.5558 -5.2802
H -0.1846 0.3132 -6.0271
H 1.5560 0.0766 -5.8096
H 0.4070 -0.8917 -4.8740
H 1.7925 1.4744 -2.3620
H 1.6820 -0.2379 -2.8819
H 2.7140 0.8839 -3.7583
H 0.1912 -2.6395 1.2638
H -0.1152 -1.4962 2.6049
H 0.3103 -3.1814 2.9352
H -1.4783 -4.3140 0.5742
H -1.2958 -5.0364 2.1852
H -2.9047 -4.6184 1.5774
H -2.1880 -1.9876 4.1435
H -3.2851 -3.3058 3.7013
H -1.6513 -3.6742 4.2594
C 2.7798 -4.7677 1.0885
P 3.3221 -3.0483 1.4685
C 4.7559 -3.4389 2.5752
C 4.2464 -2.7016 -0.0999
C 4.7462 -1.2505 -0.1668
P 3.4802 0.0495 0.2956
C 4.0793 0.4838 1.9877
C 4.2647 1.4586 -0.6119
H 3.6166 -5.3619 0.7174
H 1.9935 -4.7306 0.3341
H 2.3692 -5.2437 1.9803
H 5.4009 -4.2035 2.1391
H 4.3737 -3.7944 3.5335
H 5.3407 -2.5371 2.7636
H 3.5650 -2.9045 -0.9285
H 5.0843 -3.3999 -0.1746
H 5.0762 -1.0122 -1.1797
H 5.6056 -1.1324 0.4978
H 5.1618 0.6199 1.9808
H 3.8092 -0.3042 2.6908
H 3.6043 1.4111 2.3090
H 5.3106 1.5771 -0.3207
H 3.7333 2.3864 -0.3972
H 4.2118 1.2731 -1.6846
F 1.1207 -1.9517 -1.1024
B 0.1437 -2.6453 -1.9469
F 0.6231 -2.6447 -3.2341
F -0.0446 -3.9069 -1.4318
F -1.0242 -1.8680 -1.8246

Results
Kohn-Sham gap: 8.91 eV
molecular weight: 797.71 g mol⁻¹
HOMO: -8.45 eV
calculated total energy: -2663.07998 a.u.



4.
Formula: C11H40F2N10O16S2
Source: OMol25
Level of theory: ωB97M-V with the def2-TZVPD basis set

Element x y z (Å)
N 0.7477 0.7797 -3.4544
S 0.2356 0.2233 -4.8153
O -1.2093 0.1502 -4.8398
O 0.9820 -0.9548 -5.2165
F 0.6484 1.3460 -5.7964
S 1.8603 1.8870 -3.2113
O 1.3587 3.2333 -3.2589
O 3.1034 1.6133 -3.8930
F 2.2370 1.7236 -1.7199
N 0.0738 0.1932 -0.6766
O -1.1095 -0.0642 -0.9540
O 0.7600 -0.8536 -0.4689
O 0.3030 1.1936 0.0559
C -3.0318 3.6617 2.2687
C -2.0459 2.6871 1.5619
O -2.1826 2.6511 0.1113
H -3.9584 3.5250 1.6981
H -2.6801 4.6277 2.2042
H -3.2548 3.4561 3.3071
H -2.3053 1.6912 1.8475
H -1.0135 2.8181 1.9251
H -1.4957 2.0133 -0.1665
C 4.1841 -0.8541 -1.1404
C 3.6360 -1.1842 -2.4985
O 4.0963 -2.3911 -3.0334
H 3.5487 -1.3827 -0.4274
H 3.8938 0.1956 -0.8956
H 5.2203 -1.0139 -0.9759
H 4.1133 -0.5073 -3.2148
H 2.5862 -1.1977 -2.6100
H 3.3875 -2.7889 -3.6374
C 2.1050 -3.4022 1.9873
O 1.7652 -2.5368 3.0483
N 2.7200 -4.5328 2.2160
N 1.8336 -3.1328 0.7604
H 2.9571 -4.8202 3.1786
H 3.3913 -4.9108 1.5328
H 1.2789 -2.2916 0.5207
H 2.0914 -3.7319 -0.0475
C -3.3466 -1.6671 1.6808
O -4.4646 -2.0571 0.9181
N -2.3703 -0.9646 1.2736
N -3.2654 -2.0894 2.8626
H -2.2409 -0.6723 0.3338
H -1.5771 -0.8981 1.9515
H -4.1159 -2.4732 3.2850
H -2.6116 -1.6248 3.5497
C -0.7841 -0.1737 3.8490
O -1.2356 1.1457 3.8880
N -0.1671 -0.6808 2.8460
N -1.1742 -1.0786 4.7181
H 0.2490 -0.1040 2.0964
H 0.3187 -1.5598 2.9490
H -1.6726 -0.6753 5.4882
H -0.8080 -1.9993 4.8707
C -4.3627 0.6084 -2.8108
O -5.6916 1.0450 -2.6083
N -3.7157 0.6653 -3.9471
N -3.6448 0.1037 -1.8116
H -4.3461 1.1496 -4.5447
H -2.7045 0.4495 -4.1273
H -4.1428 0.3112 -0.8723
H -2.6621 -0.1638 -1.7173
C 2.3183 1.1732 2.7897
O 2.7116 1.3697 1.4459
H 3.1485 1.4868 3.4568
H 2.2215 0.0872 2.9590
H 1.4495 1.7282 3.0534
H 1.9713 1.5083 0.9310
C 1.3397 4.2702 1.1221
O 0.6025 4.1545 -0.0326
H 1.2058 5.2509 1.5839
H 2.4225 4.1568 0.8794
H 1.0447 3.5667 1.8459
H 0.8468 3.3469 -0.5128
C -0.5488 -2.6605 -2.6753
O 0.6210 -3.0882 -2.1322
H -1.3883 -2.7140 -2.0690
H -0.7543 -3.2547 -3.5816
H -0.4882 -1.6732 -2.8824
H 0.9812 -2.4238 -1.5739

Results
Kohn-Sham gap: 7.33 eV
total charge: -2
molecular weight: 670.62 g mol⁻¹
HOMO: -3.59 eV
calculated total energy: -3190.50790 a.u.



- Among the records above, which one has the highest molecular weight?
  C30H56B2BaF4N6P2



- Number 1 is which compound?
  C6H12N2O2



Repeat the fourth record exactly.
Formula: C11H40F2N10O16S2
Source: OMol25
Level of theory: ωB97M-V with the def2-TZVPD basis set

Element x y z (Å)
N 0.7477 0.7797 -3.4544
S 0.2356 0.2233 -4.8153
O -1.2093 0.1502 -4.8398
O 0.9820 -0.9548 -5.2165
F 0.6484 1.3460 -5.7964
S 1.8603 1.8870 -3.2113
O 1.3587 3.2333 -3.2589
O 3.1034 1.6133 -3.8930
F 2.2370 1.7236 -1.7199
N 0.0738 0.1932 -0.6766
O -1.1095 -0.0642 -0.9540
O 0.7600 -0.8536 -0.4689
O 0.3030 1.1936 0.0559
C -3.0318 3.6617 2.2687
C -2.0459 2.6871 1.5619
O -2.1826 2.6511 0.1113
H -3.9584 3.5250 1.6981
H -2.6801 4.6277 2.2042
H -3.2548 3.4561 3.3071
H -2.3053 1.6912 1.8475
H -1.0135 2.8181 1.9251
H -1.4957 2.0133 -0.1665
C 4.1841 -0.8541 -1.1404
C 3.6360 -1.1842 -2.4985
O 4.0963 -2.3911 -3.0334
H 3.5487 -1.3827 -0.4274
H 3.8938 0.1956 -0.8956
H 5.2203 -1.0139 -0.9759
H 4.1133 -0.5073 -3.2148
H 2.5862 -1.1977 -2.6100
H 3.3875 -2.7889 -3.6374
C 2.1050 -3.4022 1.9873
O 1.7652 -2.5368 3.0483
N 2.7200 -4.5328 2.2160
N 1.8336 -3.1328 0.7604
H 2.9571 -4.8202 3.1786
H 3.3913 -4.9108 1.5328
H 1.2789 -2.2916 0.5207
H 2.0914 -3.7319 -0.0475
C -3.3466 -1.6671 1.6808
O -4.4646 -2.0571 0.9181
N -2.3703 -0.9646 1.2736
N -3.2654 -2.0894 2.8626
H -2.2409 -0.6723 0.3338
H -1.5771 -0.8981 1.9515
H -4.1159 -2.4732 3.2850
H -2.6116 -1.6248 3.5497
C -0.7841 -0.1737 3.8490
O -1.2356 1.1457 3.8880
N -0.1671 -0.6808 2.8460
N -1.1742 -1.0786 4.7181
H 0.2490 -0.1040 2.0964
H 0.3187 -1.5598 2.9490
H -1.6726 -0.6753 5.4882
H -0.8080 -1.9993 4.8707
C -4.3627 0.6084 -2.8108
O -5.6916 1.0450 -2.6083
N -3.7157 0.6653 -3.9471
N -3.6448 0.1037 -1.8116
H -4.3461 1.1496 -4.5447
H -2.7045 0.4495 -4.1273
H -4.1428 0.3112 -0.8723
H -2.6621 -0.1638 -1.7173
C 2.3183 1.1732 2.7897
O 2.7116 1.3697 1.4459
H 3.1485 1.4868 3.4568
H 2.2215 0.0872 2.9590
H 1.4495 1.7282 3.0534
H 1.9713 1.5083 0.9310
C 1.3397 4.2702 1.1221
O 0.6025 4.1545 -0.0326
H 1.2058 5.2509 1.5839
H 2.4225 4.1568 0.8794
H 1.0447 3.5667 1.8459
H 0.8468 3.3469 -0.5128
C -0.5488 -2.6605 -2.6753
O 0.6210 -3.0882 -2.1322
H -1.3883 -2.7140 -2.0690
H -0.7543 -3.2547 -3.5816
H -0.4882 -1.6732 -2.8824
H 0.9812 -2.4238 -1.5739

Results
Kohn-Sham gap: 7.33 eV
total charge: -2
molecular weight: 670.62 g mol⁻¹
HOMO: -3.59 eV
calculated total energy: -3190.50790 a.u.



- What is the formula in the fourth record?
  C11H40F2N10O16S2